Computed, not measured: C42H46MnN8O3S4Se as an isolated structure in a non-equilibrium geometry, with ωB97M-V with the def2-TZVPD basis set.

Each line ends with the Löwdin spin population.
CARTESIAN COORDINATES (ANGSTROEM)
Mn (0.55053, -1.25179, -0.79752)  0.9988
C (-3.23192, 3.79116, -4.01554)  0.0000
C (-1.75414, 3.86482, -3.59961)  0.0000
C (-1.68862, 4.04821, -2.08280)  0.0000
C (-1.08617, 5.07665, -4.26884)  0.0000
C (-1.06629, 2.57987, -4.05449)  0.0001
C (-0.88006, 2.36199, -5.42927)  0.0001
C (-0.23745, 1.24113, -5.91147)  0.0001
C (0.24134, 0.31555, -4.99751)  0.0001
S (1.20137, -1.10159, -5.29208)  -0.0005
C (1.30608, -1.36375, -3.57540)  0.0009
N (0.61986, -0.51207, -2.84830)  -0.0018
C (0.04203, 0.47880, -3.61930)  0.0010
C (-0.62907, 1.61638, -3.16118)  0.0001
C (2.13555, -2.36301, -2.95161)  0.0002
C (2.90439, -3.26877, -3.68597)  -0.0004
C (3.66920, -4.20882, -3.02592)  0.0022
C (3.66070, -4.24276, -1.63843)  -0.0003
C (2.88075, -3.34719, -0.91240)  0.0005
C (2.10154, -2.36695, -1.53525)  -0.0115
H (-3.75401, 4.70584, -3.72421)  0.0000
H (-3.71275, 2.94483, -3.52217)  0.0000
H (-3.33395, 3.66757, -5.09462)  0.0000
H (-2.13803, 5.00605, -1.81169)  0.0000
H (-0.65545, 4.04562, -1.72732)  0.0000
H (-2.24524, 3.26404, -1.57135)  0.0000
H (-1.46667, 6.00086, -3.82959)  0.0000
H (-1.28903, 5.11235, -5.33945)  0.0000
H (-0.00418, 5.05056, -4.12813)  0.0000
H (-1.23709, 3.09578, -6.13976)  0.0000
H (-0.08957, 1.09090, -6.97317)  0.0000
H (-0.79739, 1.72320, -2.10226)  0.0000
H (2.87597, -3.23425, -4.77050)  -0.0001
H (4.25462, -4.92594, -3.58734)  0.0001
H (4.25229, -4.98289, -1.11138)  -0.0001
H (2.86460, -3.43925, 0.16907)  -0.0002
C (1.88805, 2.50636, 4.84335)  0.0000
C (1.52631, 1.04271, 5.10143)  0.0000
C (1.09027, 0.31418, 3.83246)  0.0003
N (2.20580, 0.22542, 2.90833)  -0.0008
C (2.28987, -0.62950, 1.89258)  -0.0013
S (1.07627, -1.78559, 1.62722)  0.0059
N (3.36605, -0.60329, 1.04979)  -0.0014
C (4.50383, 0.23093, 0.98741)  -0.0004
O (4.93989, 0.49921, -0.10443)  -0.0005
C (5.16134, 0.69958, 2.23061)  -0.0001
C (5.81526, 1.93224, 2.18916)  0.0000
C (6.46409, 2.42268, 3.30780)  0.0000
C (6.50040, 1.67034, 4.47413)  0.0000
C (5.90280, 0.41708, 4.50541)  0.0000
C (5.23543, -0.06828, 3.39594)  0.0000
H (2.10431, 3.01850, 5.78081)  0.0000
H (1.06346, 3.01909, 4.34591)  0.0000
H (2.77811, 2.59948, 4.21537)  0.0000
H (0.70239, 0.99338, 5.81490)  0.0000
H (2.38302, 0.52545, 5.54104)  0.0000
H (0.25478, 0.84899, 3.36936)  0.0000
H (0.75959, -0.69822, 4.05375)  0.0003
H (2.82702, 1.01665, 2.88692)  -0.0002
H (3.18529, -1.07119, 0.16090)  -0.0006
H (5.79502, 2.49233, 1.26328)  0.0000
H (6.94238, 3.39244, 3.27223)  0.0000
H (7.01220, 2.04975, 5.34865)  0.0000
H (5.95733, -0.18379, 5.40406)  0.0000
H (4.78560, -1.05200, 3.42085)  0.0000
C (-2.13540, -4.81926, 1.12081)  -0.0001
N (-2.89563, -4.43368, -0.04775)  -0.0009
C (-4.26250, -4.51202, -0.21481)  -0.0003
C (-4.52751, -4.13096, -1.48213)  -0.0001
N (-3.32704, -3.83279, -2.08200)  -0.0009
C (-3.15006, -3.33036, -3.42758)  0.0001
C (-2.32983, -3.99131, -1.19243)  -0.0003
Se (-0.50973, -3.78304, -1.48101)  -0.0040
H (-2.81646, -5.15420, 1.90002)  0.0000
H (-1.53885, -3.98028, 1.48040)  0.0000
H (-1.43994, -5.61570, 0.85888)  -0.0002
H (-4.92093, -4.83607, 0.57087)  0.0000
H (-5.46577, -4.03470, -1.99770)  0.0000
H (-3.92896, -3.73941, -4.06792)  0.0000
H (-2.16925, -3.63592, -3.78442)  0.0000
H (-3.19994, -2.24244, -3.41567)  0.0000
N (-5.28776, -0.68687, 4.93394)  0.0000
C (-4.56757, -0.48611, 3.77651)  0.0000
C (-4.62499, 0.74451, 3.11331)  0.0000
C (-4.01766, 0.91187, 1.88324)  0.0001
C (-3.33077, -0.14850, 1.31610)  0.0000
C (-3.22252, -1.36147, 1.98200)  0.0000
C (-3.83587, -1.53621, 3.20444)  0.0000
S (-2.70315, -0.07325, -0.33436)  0.0013
O (-3.16089, -1.26705, -0.99136)  0.0003
O (-3.07475, 1.19265, -0.91025)  0.0004
N (-1.08844, -0.21286, -0.19704)  0.0112
C (-0.37576, 0.87335, 0.16104)  -0.0004
S (-0.95474, 2.29812, 1.01704)  -0.0006
C (0.65522, 2.94508, 0.97807)  0.0026
C (1.48720, 2.08900, 0.34855)  0.0007
N (0.91135, 0.92819, -0.09449)  0.0003
H (-5.62801, 0.11929, 5.42619)  0.0000
H (-5.06418, -1.48588, 5.49911)  0.0000
H (-5.17186, 1.56422, 3.56419)  0.0000
H (-4.08150, 1.84997, 1.34763)  0.0000
H (-2.66039, -2.15558, 1.50842)  0.0000
H (-3.77430, -2.48806, 3.71897)  0.0000
H (0.86958, 3.91141, 1.40322)  0.0003
H (2.53970, 2.24827, 0.15552)  -0.0002

Cartesian forces (eV/Å) of the 3 atoms listed first:
Mn 0.528 -0.541 -0.883
C 0.055 0.038 0.077
C -0.102 0.039 -0.019

Calculated values
Net charge: 0
Lowest unoccupied orbital energy (spin up / spin down) in eV: -0.096 / -0.092
Expectation value of S²: 1.13
E_HOMO (spin up / spin down) in eV: -7.268 / -6.726
Multiplicity: 2